Entry 1:
{
  "formula": "C6H17N2",
  "method": "the ωB97M-V functional and the def2-TZVPD basis",
  "lumo_energy_ev": -6.6,
  "spin_multiplicity": 1,
  "gap_ha": 0.246,
  "total_charge": 1,
  "e_homo_ev": -13.288,
  "total_energy_ev": -9468.399,
  "de_lowest_kj_mol": 350.78,
  "symbols": ["N", "C", "C", "C", "C", "N", "C", "C", "H", "H", "H", "H", "H", "H", "H", "H", "H", "H", "H", "H", "H", "H", "H", "H", "H"],
  "xyz": [[-2.13625, -2.53281, -1.81067], [-0.49832, 0.14578, 0.12626], [-0.70017, 1.55156, 0.32406], [-2.10489, 1.90918, -0.29778], [0.60432, -0.45053, -0.55455], [1.88385, -0.45182, 0.26493], [1.70852, -0.94597, 1.62222], [2.59869, 0.82222, 0.25879], [-3.09891, -2.32605, -2.00481], [-1.84341, -2.22813, -0.89774], [-2.03294, -3.53750, -1.89341], [-1.20692, -0.54511, 0.58681], [-0.74893, 1.77523, 1.39080], [0.07962, 2.07216, -0.23063], [-2.72749, 1.01363, -0.36065], [-1.96034, 2.24155, -1.32502], [-2.62905, 2.66888, 0.27260], [0.50334, -1.48454, -0.87355], [0.93327, 0.12571, -1.41757], [2.65178, -1.16226, 2.11464], [1.19836, -0.25747, 2.30122], [1.18524, -1.89446, 1.62824], [2.76481, 1.15371, -0.76949], [2.05728, 1.62674, 0.75885], [3.51855, 0.71030, 0.78648]],
  "forces_ev_per_angstrom": [[0.54, -0.15, -0.56], [-0.27, -0.39, 0.86], [0.14, 0.14, -0.89], [-0.09, -0.56, -0.44], [2.10, -0.89, -1.50], [-0.79, 0.89, 0.75], [-0.08, -0.40, 0.75], [-0.84, 0.24, -0.63], [-0.31, 0.27, 0.23], [-0.41, -0.23, 0.24], [0.16, 0.10, 0.15], [-0.06, 0.20, 0.14], [0.14, 0.09, 0.20], [-0.03, 0.42, 0.55], [-0.18, 0.17, 0.14], [0.04, 0.07, 0.13], [0.18, 0.00, 0.12], [-0.61, 0.03, 0.10], [-0.42, 0.17, -0.29], [0.41, 0.16, -0.37], [-0.13, 0.16, -0.03], [-0.30, -0.17, -0.20], [0.20, -0.19, 0.09], [-0.14, 0.11, 0.25], [0.75, -0.24, 0.22]],
  "nbo_charge": [-1.0799, 0.4009, -0.5555, -0.5645, -0.3970, -0.2767, -0.4494, -0.4313, 0.3743, 0.3319, 0.3792, 0.2091, 0.3004, 0.2460, 0.2215, 0.2433, 0.2575, 0.2580, 0.2633, 0.2411, 0.1736, 0.2174, 0.2173, 0.1794, 0.2399]
}

=====

Entry 2:
{
  "formula": "C5H8O",
  "method": "the ωB97M-V functional and the def2-TZVPD basis",
  "lumo_energy_ev": 0.9,
  "spin_multiplicity": 1,
  "gap_ha": 0.376,
  "e_homo_ev": -9.383,
  "total_energy_ev": -7358.480,
  "de_lowest_kj_mol": 364.30,
  "symbols": ["C", "C", "C", "C", "C", "O", "H", "H", "H", "H", "H", "H", "H", "H"],
  "xyz": [[-1.44038, -0.08851, 0.78145], [-0.37400, 1.50475, -1.52039], [0.02294, -0.52930, 1.00273], [1.02499, -0.37625, -0.17112], [0.88933, 0.77559, -1.15467], [0.00469, 0.55249, -2.30690], [-1.68237, 0.78509, 1.39500], [-2.14701, -0.87969, 1.04913], [-1.66334, 0.18787, -0.25170], [0.42529, 0.00166, 1.87377], [0.04185, -1.58861, 1.29019], [2.03161, -0.28426, 0.26234], [1.04602, -1.30104, -0.76862], [1.82038, 1.24021, -1.48120]],
  "forces_ev_per_angstrom": [[-0.03, 0.02, -0.02], [0.21, -0.24, -0.17], [0.09, -0.03, 0.06], [0.02, 0.00, -0.03], [0.24, -0.07, 0.21], [-0.17, 0.22, 0.12], [0.03, -0.12, -0.15], [0.14, 0.08, 0.01], [0.02, -0.11, 0.15], [-0.08, 0.00, -0.19], [0.02, 0.20, -0.07], [-0.22, -0.09, -0.14], [-0.07, 0.20, 0.10], [-0.19, -0.07, 0.13]],
  "nbo_charge": [-0.6205, 0.3069, -0.3995, -0.4370, -0.1034, -0.4327, 0.2155, 0.2131, 0.2122, 0.2021, 0.2072, 0.2217, 0.2198, 0.1945]
}

=====

Entry 3:
{
  "formula": "C13H6F9N2O6PdS3",
  "method": "the ωB97M-V functional and the def2-TZVPD basis",
  "lumo_energy_ev": -7.3,
  "spin_multiplicity": 1,
  "gap_ha": 0.205,
  "total_charge": 1,
  "e_homo_ev": -12.913,
  "total_energy_ev": -89275.662,
  "de_lowest_kj_mol": 106.15,
  "symbols": ["Pd", "S", "C", "C", "C", "C", "C", "C", "C", "C", "C", "N", "H", "H", "H", "H", "H", "H", "F", "C", "F", "F", "S", "O", "O", "N", "S", "O", "O", "C", "F", "F", "F", "F", "C", "F", "F", "C", "O", "O"],
  "xyz": [[0.11852, -0.04648, 0.09775], [-1.57799, 3.26454, 2.42845], [-0.20860, 3.83875, 1.57854], [0.37292, 2.89266, 0.78295], [-0.34764, 1.69452, 0.89261], [-1.40400, 1.72130, 1.72721], [-2.16974, 0.52633, 1.87393], [-3.29077, 0.31500, 2.65009], [-3.90234, -0.93001, 2.62003], [-3.39187, -1.93037, 1.80604], [-2.25977, -1.67303, 1.05520], [-1.68008, -0.47816, 1.11137], [0.11431, 4.85956, 1.71219], [1.24260, 3.06920, 0.16790], [-3.67374, 1.12130, 3.26061], [-4.77574, -1.12455, 3.22770], [-3.85494, -2.90422, 1.74982], [-1.79876, -2.41226, 0.41714], [0.33994, -3.83099, -3.63408], [1.29603, -3.33721, -2.87276], [1.65356, -4.20601, -1.94924], [2.33138, -2.97330, -3.60093], [0.59362, -1.85778, -2.01337], [-0.62434, -2.28579, -1.37155], [1.60030, -1.33410, -1.05728], [0.38704, -0.84825, -3.19997], [-0.64272, 0.31621, -3.00362], [-0.97456, 0.50444, -1.54587], [-0.31405, 1.49371, -3.71452], [-2.27118, -0.30191, -3.68349], [-2.01748, -1.15149, -4.66139], [-2.95776, 0.72744, -4.13647], [-2.95354, -0.91158, -2.72325], [1.36366, -2.02455, 4.37051], [2.09369, -1.88921, 3.25826], [2.71315, -3.03192, 3.00337], [2.99691, -0.93291, 3.45526], [1.13256, -1.54500, 2.09419], [0.37280, -2.37036, 1.66232], [1.21790, -0.29567, 1.68223]],
  "forces_ev_per_angstrom": [[-1.57, -0.30, 1.07], [0.09, 0.11, -0.06], [-0.06, -0.10, 0.04], [0.39, 0.00, -0.37], [0.62, 0.72, -0.08], [-0.46, -0.13, 0.28], [-0.11, -0.09, 0.06], [-0.14, -0.13, 0.03], [0.06, 0.00, -0.04], [-0.03, 0.17, 0.02], [0.19, -0.38, -0.29], [1.00, 0.53, -0.37], [-0.02, -0.01, -0.03], [0.01, 0.00, 0.02], [0.01, -0.01, -0.01], [-0.01, 0.05, 0.00], [0.06, -0.02, -0.03], [-0.01, 0.02, 0.04], [0.03, -0.02, 0.00], [0.25, 0.19, -0.10], [-0.02, 0.00, 0.02], [0.01, -0.07, 0.02], [0.02, -0.02, -0.01], [0.12, -0.23, -0.05], [-0.42, 0.07, -0.18], [-0.07, 0.02, 0.09], [-0.01, -0.05, 0.08], [0.10, 0.14, -0.07], [0.06, -0.04, -0.01], [-0.05, -0.03, 0.03], [-0.02, 0.03, -0.01], [0.01, 0.00, 0.04], [0.01, -0.03, -0.04], [0.02, -0.01, -0.03], [0.05, 0.21, 0.09], [-0.02, 0.01, -0.01], [0.00, -0.06, 0.00], [0.03, -0.04, 0.00], [0.15, -0.08, 0.00], [-0.30, -0.41, -0.21]],
  "nbo_charge": [1.3133, 0.5799, -0.3448, -0.3115, 0.1190, -0.3587, 0.2000, -0.2167, -0.0827, -0.2408, 0.1038, -0.3037, 0.2737, 0.2688, 0.2532, 0.2517, 0.2616, 0.2858, -0.2785, 0.7903, -0.2783, -0.2767, 2.1824, -0.9443, -0.9405, -1.1736, 2.2165, -0.9648, -0.8332, 0.7622, -0.2840, -0.2802, -0.2970, -0.3010, 0.9050, -0.2859, -0.2961, 0.6854, -0.5818, -0.5776]
}

=====

Entry 4:
{
  "formula": "C28H27F6MoN4O4S4Si2",
  "method": "the ωB97M-V functional and the def2-TZVPD basis",
  "lumo_energy_ev": [1.5, 1.5],
  "spin_multiplicity": 1,
  "gap_ha": [0.217, 0.218],
  "total_charge": -1,
  "e_homo_ev": [-4.432, -4.477],
  "total_energy_ev": -120886.114,
  "symbols": ["Mo", "C", "Si", "C", "C", "C", "C", "C", "C", "C", "Si", "C", "C", "H", "H", "H", "H", "H", "H", "H", "H", "H", "H", "H", "H", "H", "H", "H", "H", "S", "C", "C", "C", "C", "C", "C", "S", "H", "H", "H", "H", "F", "C", "F", "F", "S", "O", "O", "N", "S", "O", "O", "C", "F", "F", "F", "N", "C", "C", "C", "C", "C", "C", "C", "N", "C", "C", "N", "C", "H", "H", "H", "H", "H", "H", "H"],
  "xyz": [[0.16882, 1.07274, 0.51393], [-2.48558, 2.81127, -1.49888], [-2.05604, 2.37676, 0.29987], [-1.92715, 4.00221, 1.27029], [-3.62526, 1.55872, 0.95809], [-4.79020, 2.18730, 1.40333], [-5.89232, 1.43702, 1.78421], [-5.84467, 0.04751, 1.70995], [-4.69304, -0.58319, 1.26393], [-3.57140, 0.16354, 0.89541], [-1.91123, -0.49320, 0.25926], [-2.23080, -1.03542, -1.54364], [-1.71586, -2.14871, 1.18448], [-3.25083, 3.59359, -1.52986], [-2.89183, 1.93273, -2.00602], [-1.62930, 3.15944, -2.07725], [-2.81809, 4.60875, 1.07500], [-1.05193, 4.60020, 1.02488], [-1.89276, 3.78189, 2.33957], [-4.83900, 3.27018, 1.46064], [-6.78991, 1.92959, 2.14084], [-6.70625, -0.53973, 2.00723], [-4.67530, -1.66737, 1.21333], [-3.22809, -1.48268, -1.60121], [-1.52472, -1.79573, -1.88790], [-2.19232, -0.20169, -2.24649], [-2.68421, -2.65594, 1.21300], [-1.38846, -1.99765, 2.21539], [-1.01057, -2.82701, 0.69754], [-0.23101, 1.05372, 2.74240], [1.31813, 0.95935, 3.59920], [1.31858, 0.78364, 4.98472], [2.50531, 0.70834, 5.68930], [3.71285, 0.81229, 4.99894], [3.71964, 0.98829, 3.62913], [2.52452, 1.06802, 2.89744], [2.56875, 1.29335, 1.16504], [0.36678, 0.70738, 5.49836], [2.49509, 0.57029, 6.76329], [4.65235, 0.75711, 5.53630], [4.65711, 1.07310, 3.09255], [3.20997, 1.61767, -4.26646], [2.60582, 1.01429, -3.24819], [2.48112, -0.29270, -3.55248], [3.35973, 1.12200, -2.16437], [0.93051, 1.71871, -2.95238], [0.45995, 0.94127, -1.81970], [0.24717, 1.55824, -4.19115], [1.22990, 3.21152, -2.63867], [1.44415, 3.81906, -1.20224], [2.80285, 4.09668, -0.88700], [0.58569, 3.20424, -0.20366], [0.67848, 5.47743, -1.44663], [1.34769, 6.14759, -2.38233], [-0.59516, 5.39459, -1.80628], [0.76032, 6.14634, -0.29744], [2.83157, -7.88555, -4.94305], [2.62226, -7.03297, -4.20125], [2.36400, -5.97023, -3.26871], [2.03664, -6.27158, -1.94890], [1.78394, -5.25107, -1.05178], [1.87490, -3.92759, -1.46864], [2.20841, -3.62113, -2.78301], [2.44340, -4.64298, -3.68382], [1.61843, -2.89105, -0.54812], [1.87731, -2.90030, 0.81191], [1.42979, -1.71726, 1.28944], [0.88424, -0.98616, 0.25283], [1.01810, -1.70729, -0.83143], [1.96709, -7.30371, -1.63469], [1.49224, -5.47633, -0.03537], [2.30203, -2.59001, -3.09249], [2.70259, -4.41352, -4.70803], [2.38690, -3.71599, 1.29082], [1.46849, -1.32395, 2.29021], [0.67965, -1.42829, -1.81254]],
  "forces_ev_per_angstrom": [[-0.05, 0.03, 0.09], [-0.03, 0.00, 0.01], [0.03, 0.05, -0.06], [-0.03, -0.02, 0.01], [-0.02, 0.03, 0.02], [0.02, -0.01, -0.01], [0.00, -0.03, 0.01], [-0.02, 0.04, 0.01], [0.01, 0.00, -0.01], [-0.02, -0.01, -0.02], [0.05, -0.01, 0.02], [-0.02, -0.04, 0.01], [0.00, -0.01, -0.03], [0.00, 0.00, 0.00], [0.01, 0.02, 0.01], [0.00, 0.00, 0.00], [0.00, 0.00, 0.01], [0.01, 0.00, -0.02], [-0.01, 0.00, 0.00], [0.00, 0.00, 0.00], [0.00, -0.01, 0.00], [0.00, 0.00, 0.00], [0.01, 0.00, 0.00], [0.00, 0.01, 0.00], [0.01, 0.01, 0.00], [0.00, 0.00, 0.02], [-0.01, 0.00, -0.01], [0.00, 0.02, 0.00], [-0.01, 0.00, 0.00], [0.08, -0.02, -0.07], [-0.04, 0.00, 0.03], [0.01, 0.00, 0.01], [-0.01, 0.00, 0.00], [0.01, 0.01, -0.01], [0.02, 0.00, 0.01], [-0.01, 0.00, -0.04], [-0.03, 0.02, 0.05], [0.00, 0.00, 0.00], [0.00, 0.00, 0.00], [0.00, 0.00, 0.00], [0.00, 0.00, 0.00], [0.00, 0.01, 0.00], [-0.01, -0.01, -0.02], [0.01, 0.00, 0.00], [0.00, 0.00, 0.02], [0.05, -0.01, 0.01], [-0.07, 0.00, -0.01], [-0.01, 0.00, -0.02], [-0.01, 0.05, -0.05], [0.02, 0.02, -0.04], [0.03, -0.01, 0.01], [-0.01, -0.02, 0.07], [-0.01, 0.00, 0.00], [0.01, 0.01, -0.01], [-0.01, -0.01, 0.00], [0.00, 0.00, 0.01], [0.00, 0.00, 0.00], [0.01, -0.01, -0.01], [0.00, -0.01, -0.01], [0.00, 0.04, 0.02], [0.00, -0.02, -0.02], [-0.01, 0.01, 0.02], [0.01, -0.03, -0.02], [-0.02, 0.01, 0.02], [0.00, 0.02, -0.03], [-0.02, -0.03, 0.00], [0.04, 0.04, 0.00], [0.02, -0.08, -0.04], [0.00, 0.01, 0.04], [0.00, 0.00, 0.00], [0.00, 0.00, 0.00], [0.00, 0.00, 0.01], [0.00, 0.00, 0.00], [0.00, 0.00, 0.01], [0.00, -0.01, 0.01], [0.00, 0.00, 0.00]],
  "mulliken_charge": [-0.6729, -1.3510, 2.0106, -1.2963, 0.2572, -0.7757, -0.5852, -0.6448, -0.7544, 0.4168, 1.6605, -1.3554, -1.3602, 0.4496, 0.3502, 0.2650, 0.3208, 0.2259, 0.3198, 0.3318, 0.3788, 0.3790, 0.2820, 0.4778, 0.2861, 0.1656, 0.4521, 0.2417, 0.2601, -0.5606, 0.4455, -0.6710, -0.5601, -0.4966, -0.8622, 0.4834, -0.5299, 0.4373, 0.3502, 0.3434, 0.4475, -0.2389, 0.5669, -0.2593, -0.2114, 1.0405, -0.2579, -0.7067, -0.4720, 0.7838, -0.5883, -0.3808, 0.4185, -0.2122, -0.1884, -0.2034, -0.5389, 0.0171, 0.5595, -0.9650, -0.5293, 0.5929, -0.1824, -0.9120, 0.3917, -1.0713, -0.9979, 1.7211, -1.4733, 0.4366, 0.4742, 0.6893, 0.4600, 0.5237, 0.4986, 0.6523]
}